Model P:
13
Properties=species:S:1:pos:R:3:nbo_charge:R:1 method="wB97M-V/def2-TZVPD" gap_ha=0.295 molar_mass_g_mol=98.11 homo_energy_ev=-7.39 lumo_ev=0.63
C -1.233 -1.311 0.190 0.0699
C 0.146 1.918 0.154 -0.3210
C 1.278 -0.866 -0.315 -0.4199
N -1.815 0.711 -0.059 -0.2042
N -2.216 -0.504 0.046 -0.2194
N 0.059 -0.404 0.394 -0.2594
N -0.509 0.811 0.154 0.0622
H -0.930 -2.391 0.109 0.2190
H 1.135 2.084 0.555 0.2114
H -0.574 2.760 0.055 0.2181
H 1.984 -0.148 -0.023 0.2094
H 1.540 -1.809 0.185 0.2262
H 1.136 -0.852 -1.446 0.2076

Model Q:
13
Properties=species:S:1:pos:R:3:nbo_charge:R:1 method="wB97M-V/def2-TZVPD" gap_ha=0.396 molar_mass_g_mol=98.11 homo_energy_ev=-10.11 lumo_ev=0.67
C -1.557 0.886 0.035 -0.6745
C -0.841 -0.428 -0.210 0.3552
N -1.433 -1.546 -0.109 -0.3135
N -0.228 -2.368 0.064 -0.0548
N 0.808 -1.758 -0.018 -0.0409
N 0.469 -0.416 -0.121 -0.2607
C 1.707 0.387 -0.010 -0.4315
H -2.619 0.766 0.456 0.2473
H -1.009 1.131 1.017 0.2399
H -1.640 1.483 -0.910 0.2438
H 2.459 0.130 0.846 0.2404
H 2.220 0.227 -0.916 0.2190
H 1.665 1.508 -0.124 0.2301

What should be chosen as the least stable of them? Choose model P.

Model P:
19
Properties=species:S:1:pos:R:3:nbo_charge:R:1 method="wB97M-V/def2-TZVPD" gap_ha=0.355 total_charge=+1 molar_mass_g_mol=137.16 homo_energy_ev=-13.66 lumo_ev=-3.99
C 1.347 -1.865 -0.504 -0.0882
C 0.117 -1.499 -0.185 -0.2768
C 2.439 -0.917 -0.555 -0.2472
C 2.127 0.307 -0.183 0.0714
C -0.267 -0.193 0.148 0.4753
C -4.282 -0.631 -0.068 0.4456
C 0.568 2.131 0.445 -0.4593
N 0.792 0.698 0.116 -0.3160
N -1.586 0.124 0.334 -0.7739
O -5.359 -0.915 -0.222 -0.4321
H 1.659 -2.915 -0.816 0.2614
H -0.709 -2.251 -0.127 0.2440
H 3.419 -1.207 -0.868 0.2633
H 2.744 1.165 -0.002 0.2360
H -2.094 0.976 0.005 0.4439
H 0.220 2.849 -0.380 0.2485
H -0.330 2.190 1.240 0.2374
H 1.316 2.598 1.056 0.2487
H -2.122 -0.645 0.564 0.4180

Model Q:
19
Properties=species:S:1:pos:R:3:nbo_charge:R:1 method="wB97M-V/def2-TZVPD" gap_ha="0.251 / 0.251" total_charge=+1 molar_mass_g_mol=137.16 homo_energy_ev="-13.31 / -13.31" lumo_ev="-6.48 / -6.48"
C 2.378 1.194 0.034 -0.0335
C 1.646 1.314 -1.146 -0.2159
C 1.797 0.782 1.246 -0.2150
C 0.297 1.078 -1.078 -0.0388
C 0.400 0.817 1.355 -0.0853
C -0.328 0.865 0.184 -0.0140
C -0.975 -2.769 -0.690 0.0210
N -1.776 -1.820 -0.758 -0.6288
N -1.679 0.598 0.175 0.2272
O -2.324 0.487 1.315 -0.4329
H 3.419 1.370 -0.091 0.2376
H 2.067 1.612 -1.984 0.2293
H 2.431 0.754 2.076 0.2440
H -0.168 1.138 -1.965 0.2346
H -0.201 0.672 2.202 0.2450
H 0.042 -2.531 -0.132 0.1506
H -3.192 0.088 1.306 0.5306
H -1.108 -3.759 -0.898 0.1738
H -2.726 -1.889 -1.152 0.3705

Model R:
19
Properties=species:S:1:pos:R:3:nbo_charge:R:1 method="wB97M-V/def2-TZVPD" gap_ha="0.248 / 0.247" total_charge=+1 molar_mass_g_mol=137.16 homo_energy_ev="-12.24 / -12.24" lumo_ev="-5.50 / -5.50"
C -1.071 1.747 0.417 -0.0980
C -1.979 0.833 0.090 -0.0612
C 0.978 0.324 0.435 0.4829
C -0.654 -1.130 0.620 0.5140
C -2.610 -1.339 -0.586 0.0766
C 0.332 1.545 0.900 -0.5627
C 2.817 -1.172 -0.276 -0.4435
N 2.053 -0.068 0.115 -0.3129
N -1.841 -0.565 0.142 -0.3620
O -0.475 -2.154 1.177 -0.4669
H -1.374 2.781 0.340 0.2541
H -2.952 1.142 -0.258 0.2412
H -2.556 -2.407 -0.456 0.2368
H -3.264 -0.926 -1.337 0.2220
H 0.949 2.405 0.613 0.2743
H 0.317 1.502 1.999 0.2896
H 3.823 -0.828 -0.514 0.2382
H 2.384 -1.658 -1.151 0.2314
H 2.871 -1.898 0.537 0.2464

What should be chosen as the least stable of them? Choose model Q.

Model P:
13
Properties=species:S:1:pos:R:3:nbo_charge:R:1 method="wB97M-V/def2-TZVPD" gap_ha="0.297 / 0.298" molar_mass_g_mol=106.08 homo_energy_ev="-8.99 / -9.00" lumo_ev="-0.90 / -0.90"
C -0.076 -1.753 -0.043 -0.4307
N 0.029 -0.349 -0.372 -0.5144
N 1.441 1.120 -0.685 0.0231
C -0.938 0.504 -0.102 0.8386
O 1.933 1.662 0.425 -0.4518
O -2.085 -0.014 0.440 -0.7105
O -0.770 1.741 -0.103 -0.7195
H 1.587 2.573 0.440 0.5004
H -2.668 0.735 0.625 0.5010
H 1.860 0.179 -0.721 0.3522
H 0.675 -2.311 -0.606 0.1976
H 0.070 -1.943 1.027 0.1875
H -1.059 -2.144 -0.326 0.2265

Model Q:
13
Properties=species:S:1:pos:R:3:nbo_charge:R:1 method="wB97M-V/def2-TZVPD" gap_ha=0.387 molar_mass_g_mol=106.08 homo_energy_ev=-9.74 lumo_ev=0.79
C 1.472 -0.201 -0.509 -0.6324
C 0.572 -0.295 0.757 -0.2661
N -0.704 0.304 0.550 -0.0411
O -0.641 1.624 0.206 -0.5329
N -1.676 -0.368 -0.256 0.6374
O -1.657 -1.548 -0.349 -0.3966
O -2.492 0.303 -0.730 -0.3917
H 1.833 0.805 -0.529 0.2130
H 2.346 -0.919 -0.384 0.2168
H 0.927 -0.448 -1.473 0.2176
H 0.505 -1.451 0.901 0.2527
H 1.082 0.291 1.558 0.2283
H -1.566 1.901 0.258 0.4949

What should be chosen as the least stable of them? Choose model Q.

Model P:
25
Properties=species:S:1:pos:R:3:nbo_charge:R:1 method="wB97M-V/def2-TZVPD" gap_ha=0.294 molar_mass_g_mol=145.20 homo_energy_ev=-7.34 lumo_ev=0.67
C 0.021 -1.127 0.823 0.0834
C -0.709 -0.210 1.753 -0.6692
C 1.409 -1.034 0.665 -0.5556
C -0.700 -0.048 -1.681 -0.3733
C -0.724 -2.343 0.376 -0.6592
H -0.909 -2.995 1.235 0.2286
H -0.930 -0.728 2.693 0.2193
H -0.133 0.690 1.969 0.2299
H -1.660 0.110 1.323 0.2143
H 1.761 0.040 -0.204 0.2139
H 1.961 -0.606 1.499 0.2314
H 1.909 -1.914 0.268 0.2176
H -0.101 -0.937 -1.849 0.2031
H -0.913 0.446 -2.620 0.2106
H -1.604 -0.186 -1.108 0.2089
H -0.170 -2.920 -0.364 0.2157
H -1.704 -2.091 -0.036 0.2049
C -0.225 2.284 -0.349 0.8662
C 1.718 1.179 -1.043 -0.3873
O -1.581 2.222 -0.416 -0.7076
N 0.383 1.388 -1.195 -0.4648
O 0.336 3.066 0.389 -0.6584
H -1.916 2.886 0.199 0.4999
H 2.245 0.987 -1.978 0.1896
H 2.235 1.843 -0.348 0.2379

Model Q:
25
Properties=species:S:1:pos:R:3:nbo_charge:R:1 method="wB97M-V/def2-TZVPD" gap_ha=0.280 molar_mass_g_mol=145.20 homo_energy_ev=-8.11 lumo_ev=-0.47
C -0.024 0.971 0.164 0.5239
C -0.828 0.345 -0.941 -0.2665
C 0.797 -1.129 0.605 -0.5382
C -0.698 1.350 1.426 -0.7296
C 1.191 1.704 -0.242 -0.7725
C 0.011 -1.783 1.731 -0.6378
C 0.074 -0.898 -1.162 0.7070
N -0.975 1.190 -2.122 -0.8441
O -0.780 -2.020 -1.286 -0.7356
O 1.040 -0.771 -1.971 -0.7757
H -0.233 -2.788 -1.502 0.4784
H -1.805 0.041 -0.567 0.2117
H -0.167 1.008 -2.720 0.3861
H -1.788 0.891 -2.649 0.3716
H 1.570 -0.454 0.982 0.2112
H 1.404 -1.912 0.144 0.2501
H -0.003 1.433 2.263 0.2350
H 1.769 1.064 -0.927 0.2977
H -1.130 2.346 1.252 0.2697
H -1.524 0.688 1.679 0.2381
H 0.868 2.557 -0.853 0.2751
H 1.769 2.070 0.606 0.2204
H -0.778 -2.412 1.317 0.2199
H 0.666 -2.417 2.337 0.2133
H -0.427 -1.073 2.434 0.1908

What should be chosen as the least stable of them? Choose model P.

Model P:
12
Properties=species:S:1:pos:R:3:nbo_charge:R:1 method="wB97M-V/def2-TZVPD" gap_ha="0.306 / 0.306" total_charge=+1 molar_mass_g_mol=108.15 homo_energy_ev="-13.95 / -13.95" lumo_ev="-5.63 / -5.63"
C 0.650 -0.007 -0.188 0.6434
N 1.813 0.728 -0.096 -0.7804
N 0.735 -1.354 0.025 -0.7361
N -0.413 0.677 -0.428 -0.3784
O -1.923 -0.226 -0.491 -0.5830
S -3.271 0.256 0.085 0.6215
H 2.561 0.129 0.257 0.3996
H 2.202 1.531 -0.541 0.4450
H 1.373 -1.574 0.760 0.4143
H -0.215 -1.672 0.110 0.4215
H -0.519 1.470 -1.040 0.4301
H -2.991 0.043 1.547 0.1026

Model Q:
12
Properties=species:S:1:pos:R:3:nbo_charge:R:1 method="wB97M-V/def2-TZVPD" gap_ha=0.345 total_charge=+1 molar_mass_g_mol=108.15 homo_energy_ev=-13.86 lumo_ev=-4.46
C -1.150 -0.177 -0.073 0.8305
N -2.230 0.512 0.041 -0.7487
N 2.718 0.390 0.047 -0.9568
N 0.110 0.123 0.086 -0.7207
O -1.479 -1.975 -0.089 -0.6788
S 1.645 -0.759 -0.202 0.6947
H -2.185 1.490 -0.025 0.4236
H -3.202 0.325 -0.123 0.4701
H 3.212 0.535 0.864 0.4086
H 3.018 0.916 -0.685 0.3959
H 0.304 1.037 -0.094 0.4115
H -0.761 -2.416 0.254 0.4701

What should be chosen as the least stable of them? Choose model P.

Model P:
24
Properties=species:S:1:pos:R:3:nbo_charge:R:1 method="wB97M-V/def2-TZVPD" gap_ha="0.209 / 0.337" total_charge=+1 molar_mass_g_mol=149.22 homo_energy_ev="-11.82 / -13.39" lumo_ev="-6.13 / -4.23"
C 2.110 1.393 0.027 -0.2201
C 0.842 -0.475 0.564 -0.2421
C 0.920 2.077 -0.055 0.0598
C 2.091 0.038 0.290 0.1145
C -0.358 0.179 0.428 0.2952
C -3.048 0.307 0.654 -0.1086
C -1.726 -0.430 0.365 -0.3671
C 3.372 -0.594 0.225 -0.6727
C -1.956 -0.992 -1.081 -0.5809
N -0.367 1.516 0.072 -0.1483
N -1.426 2.308 -0.047 -0.3047
H 3.004 1.981 0.212 0.2561
H 0.762 -1.536 0.834 0.2531
H 0.952 3.041 -0.426 0.2235
H -3.622 0.485 -0.246 0.2017
H -3.408 0.285 1.624 0.1919
H -1.729 -1.194 1.189 0.2465
H 3.879 -0.322 -0.684 0.2626
H 4.122 -0.255 0.879 0.2667
H 3.347 -1.684 0.369 0.2444
H -1.736 -0.180 -1.750 0.2149
H -2.939 -1.348 -1.322 0.2410
H -1.210 -1.715 -1.294 0.2215
H -1.115 3.283 0.252 0.3512

Model Q:
24
Properties=species:S:1:pos:R:3:nbo_charge:R:1 method="wB97M-V/def2-TZVPD" gap_ha=0.297 total_charge=+1 molar_mass_g_mol=149.22 homo_energy_ev=-11.56 lumo_ev=-3.46
C 1.755 1.040 -0.620 0.0612
C 2.789 0.821 -1.451 -0.3910
C -1.756 -1.366 1.168 -0.4803
C 0.021 1.809 0.715 -0.2167
C -2.605 -0.982 -0.044 -0.2217
C 1.306 -1.274 -0.103 -0.0712
C 0.949 2.131 -0.252 -0.1904
C 0.364 0.406 1.162 -0.1400
C -0.552 -0.642 0.548 0.1829
N -1.440 -0.265 -0.663 -0.6086
N 1.550 0.037 0.377 -0.4292
H 3.323 -0.124 -1.479 0.2247
H 2.997 1.655 -2.201 0.2286
H -1.982 -0.752 2.018 0.2288
H -1.521 -2.403 1.501 0.2614
H -0.635 2.442 1.228 0.2392
H -1.388 0.659 -1.274 0.4768
H -3.006 -1.825 -0.604 0.2437
H -3.426 -0.385 0.423 0.2530
H 1.513 -2.151 0.381 0.2077
H 1.379 -1.244 -1.137 0.1897
H 0.993 3.093 -0.758 0.2487
H 0.356 0.304 2.316 0.2487
H -0.985 -0.985 -1.252 0.4540

What should be chosen as the least stable of them? Choose model Q.